No. 1
Entry from the Open Molecules 2025 dataset: a structure of composition C22H23N2O7P3SbSe4Zr (the ωB97M-V functional and the def2-TZVPD basis).

Each line ends with the natural charge from an NBO analysis.
Atoms and positions in Å:
Sb  -0.899  2.482  -5.672  0.704
Zr  -0.232  -1.187  -1.957  1.665
Se  -2.137  4.538  -5.537  -0.838
Se  -1.204  1.312  -7.719  -0.762
Se  -1.691  0.439  -3.470  -0.316
Se  -2.801  -1.025  -1.854  -0.361
P  0.963  -2.584  -4.030  2.519
P  0.179  -0.484  0.920  0.934
P  1.608  -3.207  -1.450  2.545
O  1.996  -1.774  -1.227  -1.137
O  0.150  -3.329  -1.114  -1.108
O  2.489  -4.292  -0.728  -0.967
O  1.826  -3.532  -3.025  -1.067
O  1.452  -3.149  -5.414  -0.968
O  -0.482  -2.772  -3.680  -1.085
O  1.315  -1.152  -3.725  -1.104
N  -2.455  3.259  -1.496  -0.332
N  -1.087  1.918  -0.402  -0.526
C  2.382  -4.068  2.848  -0.213
C  1.049  -4.150  2.466  -0.209
C  -3.190  -0.056  4.032  -0.202
C  -1.155  -0.283  2.145  -0.369
C  3.076  -2.883  2.663  -0.224
C  2.445  -1.780  2.099  -0.154
C  -3.494  -0.077  2.680  -0.224
C  -1.867  -0.150  4.446  -0.224
C  2.431  0.999  0.327  -0.223
C  -3.683  3.846  -2.001  -0.416
C  1.110  -1.852  1.718  -0.357
C  3.287  2.090  0.397  -0.204
C  -0.855  -0.271  3.508  -0.188
C  3.000  3.146  1.249  -0.209
C  -0.352  2.807  -1.151  -0.109
C  -2.342  2.232  -0.628  0.191
C  -2.479  -0.185  1.738  -0.120
C  1.854  3.108  2.031  -0.228
C  -1.184  3.633  -1.848  -0.082
C  1.285  0.952  1.124  -0.351
C  0.999  2.017  1.969  -0.122
C  0.421  -3.051  1.903  -0.184
H  -4.417  3.060  -2.165  0.212
H  -4.524  -0.012  2.350  0.213
H  -2.706  -0.204  0.680  0.237
H  -3.207  1.724  -0.234  0.198
H  4.115  -2.809  2.959  0.206
H  2.651  0.181  -0.349  0.248
H  0.725  2.771  -1.185  0.208
H  3.659  4.004  1.294  0.211
H  -1.010  4.380  -2.605  0.250
H  -3.468  4.316  -2.959  0.260
H  -4.083  4.583  -1.302  0.189
H  4.169  2.119  -0.230  0.215
H  -0.614  -3.132  1.591  0.227
H  0.174  -0.365  3.836  0.220
H  3.406  -4.299  -1.015  0.517
H  0.089  2.017  2.553  0.216
H  2.876  -4.927  3.284  0.208
H  0.500  -5.074  2.593  0.213
H  -1.626  -0.139  5.502  0.211
H  3.002  -0.863  1.965  0.216
H  0.935  -2.786  -6.145  0.529
H  1.613  3.940  2.681  0.211
H  -3.983  0.030  4.765  0.209

The charge is -1. The calculated total energy comes out at -12405.97708 Eh.

=====

No. 2
Entry from the Open Molecules 2025 dataset: a structure of composition C18H12N8PmS2Se (the ωB97M-V functional and the def2-TZVPD basis).

Each line ends with the natural charge from an NBO analysis.
Atoms and positions in Å:
Pm  0.398  -0.698  -0.710  2.355
Se  -2.792  4.881  4.051  1.133
S  -0.977  -4.765  -2.842  0.597
S  4.554  -1.499  -2.841  0.598
N  -2.185  -3.519  -0.749  -0.806
N  0.031  -2.959  -1.416  -0.716
N  2.437  -1.531  -1.376  -0.737
N  -1.959  3.337  4.308  -0.591
N  0.010  0.005  1.480  -0.675
N  -0.823  1.445  -0.730  -0.636
N  3.991  0.122  -0.753  -0.792
N  -2.662  4.753  2.286  -0.569
C  -1.048  -3.685  -1.538  0.239
C  -0.633  1.178  1.706  0.257
C  0.968  -3.239  -2.413  0.136
C  -2.076  3.618  2.015  0.070
C  0.248  -0.338  3.845  -0.215
C  3.271  -2.539  -3.275  -0.391
C  -0.951  1.601  2.994  -0.085
C  2.260  -2.500  -2.394  0.077
C  -2.112  3.858  -0.492  -0.052
C  -0.483  0.820  4.045  -0.041
C  -1.748  3.162  0.671  -0.038
C  3.622  -0.941  -1.503  0.269
C  -1.683  2.844  3.139  0.150
C  -1.216  2.099  -1.815  0.071
C  0.595  -4.200  -3.266  -0.390
C  -1.090  1.938  0.520  0.152
C  0.471  -0.731  2.528  0.059
C  -1.860  3.327  -1.747  -0.211
H  -2.141  3.850  -2.669  0.276
H  4.037  -0.015  0.223  0.413
H  -2.105  -3.635  0.243  0.418
H  0.633  -0.895  4.679  0.274
H  -0.947  1.698  -2.791  0.215
H  4.829  0.590  -1.023  0.429
H  0.952  -1.660  2.280  0.213
H  -0.640  1.142  5.055  0.273
H  1.095  -4.623  -4.099  0.285
H  3.357  -3.177  -4.141  0.289
H  -2.617  4.809  -0.389  0.276
H  -3.011  -3.927  -1.098  0.424

The charge is +3. The multiplicity is 5. The calculated total energy comes out at -4936.52317 Eh.

=====

No. 3
Entry from the Open Molecules 2025 dataset: a cluster of 11 separate species, C26H74O11 in total (the ωB97M-V functional and the def2-TZVPD basis).

Each line ends with the Löwdin charge.
Atoms and positions in Å:
O  -3.233  2.381  -0.266  -0.113
O  -0.926  1.551  -5.249  -0.087
O  -2.383  -1.305  4.858  -0.098
O  6.210  0.883  -1.064  -0.084
O  -0.444  2.081  -0.608  -0.078
O  -3.704  1.251  -4.483  -0.088
O  0.308  -5.911  -2.074  -0.047
O  -4.117  -3.115  -0.882  -0.065
O  4.211  -0.154  5.242  -0.074
O  4.044  -3.679  1.271  -0.054
O  0.305  4.237  1.075  -0.106
C  3.831  0.660  4.129  -0.339
C  1.151  0.941  0.753  -0.034
C  -0.155  -3.568  -2.292  -0.059
C  5.101  3.045  -1.440  -0.082
C  2.888  -2.348  -0.389  -0.065
C  -1.149  -1.046  5.545  -0.309
C  -3.084  -4.292  0.910  -0.058
C  -0.150  -0.548  4.517  -0.087
C  4.618  -1.373  1.122  -0.050
C  5.041  1.665  -0.818  -0.339
C  -0.267  0.942  0.246  -0.466
C  -3.480  0.525  -3.259  -0.306
C  -4.135  -3.279  0.556  -0.481
C  -0.607  -0.301  -0.553  -0.044
C  3.911  2.119  4.466  -0.082
C  -3.653  2.023  1.081  -0.264
C  4.197  -2.603  0.338  -0.476
C  -1.466  -5.249  -3.559  -0.052
C  0.046  5.536  0.553  -0.310
C  -0.735  -4.947  -2.244  -0.494
C  -3.935  -1.939  1.214  -0.054
C  -1.445  5.840  0.547  -0.092
C  -0.166  2.027  -4.123  -0.334
C  -3.199  3.126  2.001  -0.079
C  -3.232  -0.928  -3.618  -0.071
C  1.082  2.700  -4.594  -0.085
H  -0.102  -6.778  -2.134  0.083
H  -3.359  -5.276  0.527  0.082
H  -3.155  1.080  1.290  0.090
H  3.548  2.736  3.645  0.073
H  -3.949  -2.069  2.298  0.080
H  -2.049  -6.173  -3.457  0.077
H  4.448  0.433  3.252  0.090
H  -4.004  2.137  -4.260  0.092
H  0.237  -1.388  3.935  0.075
H  -2.963  -1.520  0.928  0.066
H  -0.735  -5.370  -4.355  0.086
H  -3.170  2.840  3.056  0.085
H  -2.129  3.260  1.799  0.060
H  0.020  3.600  0.399  0.030
H  -5.001  -3.270  -1.223  0.086
H  -3.058  -1.500  5.515  0.076
H  -4.736  1.880  1.101  0.115
H  -0.816  2.703  -3.549  0.107
H  4.984  -2.884  -0.371  0.136
H  -1.738  1.223  -4.840  0.021
H  -1.815  5.848  1.572  0.071
H  1.564  2.058  -5.334  0.080
H  4.954  2.415  4.617  0.078
H  -1.452  -4.978  -1.420  0.110
H  5.369  -0.759  0.630  0.065
H  1.883  0.740  -0.034  0.072
H  3.390  -4.289  0.915  0.080
H  4.815  1.681  0.249  0.104
H  0.449  5.602  -0.463  0.111
H  2.617  -3.179  -1.049  0.072
H  -0.790  -1.993  5.960  0.109
H  -1.658  6.817  0.108  0.073
H  -2.654  0.967  -2.694  0.087
H  1.236  0.162  1.512  0.074
H  1.769  2.929  -3.781  0.068
H  -5.120  -3.666  0.841  0.137
H  2.812  0.376  3.825  0.091
H  -0.258  -1.202  -0.041  0.070
H  6.010  3.552  -1.124  0.078
H  -0.937  -2.887  -2.631  0.067
H  0.043  1.183  -3.453  0.096
H  4.247  3.620  -1.074  0.074
H  2.987  -1.444  -0.989  0.079
H  2.096  -2.294  0.361  0.079
H  4.076  -1.064  4.966  0.077
H  -3.689  4.081  1.839  0.076
H  -1.949  5.061  -0.026  0.058
H  -2.835  -4.384  1.969  0.084
H  -1.664  -0.384  -0.802  0.067
H  -2.215  -4.492  -3.796  0.073
H  0.574  6.253  1.181  0.108
H  1.398  1.936  1.124  0.075
H  -4.388  0.598  -2.648  0.111
H  -3.275  -1.574  -2.743  0.051
H  -2.235  -1.021  -4.062  0.075
H  0.838  3.647  -5.081  0.077
H  3.373  2.342  5.388  0.077
H  0.683  -3.503  -2.988  0.095
H  4.158  1.128  -1.210  0.098
H  -0.020  -0.255  -1.476  0.082
H  -1.285  -0.304  6.334  0.109
H  5.082  -1.728  2.048  0.084
H  -0.689  0.030  3.759  0.067
H  -0.978  1.043  1.078  0.122
H  5.019  2.962  -2.523  0.072
H  3.742  -0.794  1.421  0.058
H  -4.644  -1.172  0.899  0.077
H  -1.392  2.250  -0.705  0.052
H  -2.130  -4.048  0.431  0.068
H  6.371  0.907  -2.011  0.082
H  0.167  -3.214  -1.311  0.056
H  -3.892  2.998  -0.594  0.094
H  0.632  0.063  4.958  0.068
H  -3.942  -1.229  -4.387  0.083

The charge is 0. The SMILES is CC(C)O.CC(C)O.CC(C)O.CC(C)O.CCO.CCO.CCO.CCO.CCO.CCO.CCO. The calculated total energy comes out at -1862.55478 Eh.